Entry from the OMol25 dataset: C46H107InN7O17 as an isolated structure in a non-equilibrium geometry (ωB97M-V/def2-TZVPD).

Results
LUMO: -6.9 eV
Gap between HOMO and LUMO: 0.0988 hartree
Max |F|: 6.82 eV Å⁻¹
Total energy: -99827.648 eV
Net charge: +1

Geometry (Å):
H -6.452863 -2.717997 -5.445002
H 5.342915 4.097830 -4.725428
O 5.162539 0.065893 -7.857508
C -5.259262 0.288891 0.268793
H 4.239183 5.175924 -5.330922
H -3.702942 1.081846 4.642343
C 4.381021 3.699162 5.413840
H -1.809394 -2.161739 2.212434
H -5.464025 -2.021495 -6.698840
H -3.346504 -4.387520 -0.767443
O -5.756686 -0.532434 -0.735794
C -2.546448 2.578258 3.387749
C 2.804576 -4.151042 0.906519
H -3.744048 1.956544 7.715917
N 0.296265 -0.686969 7.193748
C -4.443213 -2.710945 -4.755713
H 1.206668 5.456273 2.166010
H 2.959570 -2.983147 -3.300107
H 2.981297 -3.578181 -7.566770
H -3.046180 -2.025607 -6.034319
H -0.166892 6.021496 3.300368
C -1.841368 0.079125 7.949529
H 5.667605 -1.581510 -8.931371
H -6.072218 0.838919 0.742794
H 4.537088 1.957482 -8.647235
O -3.715377 -3.745531 -2.702031
N -5.159923 -0.817981 2.566752
H -6.284352 -1.743518 7.071612
H 1.379534 1.051168 -0.127417
H 5.108719 -2.063260 -3.516165
H 5.276643 1.659356 -5.728610
H -6.394492 -2.169248 4.544051
H -2.929737 0.719614 -1.815579
H 3.579590 -4.803193 0.503850
H 4.445683 4.271967 4.488732
H -1.240790 -1.884040 7.886667
H 0.589225 -2.380741 5.983969
H -3.449677 -0.979000 -1.800221
C 0.103653 -0.731030 -0.463887
H -0.338072 1.158231 -6.687883
H -5.287098 0.034292 3.093586
H 2.849556 -4.182669 1.995128
H -3.531573 -1.454497 3.673786
C -1.113719 -1.041291 7.207167
H -0.158201 4.475450 2.537722
H 6.614631 -0.167075 -9.384738
O 1.103458 4.714723 4.167384
H 4.274383 1.594478 5.997931
N -0.324604 -1.145049 -5.481479
H 2.289971 -1.028974 2.929173
H 3.108052 -3.114597 0.758904
C -0.975583 -1.678735 0.256420
C -5.477955 -2.791019 -5.926995
H 0.275302 2.126906 -5.328888
C -3.808709 2.035805 4.125750
C 4.521914 -1.149641 -3.611319
C -5.251871 -1.400954 7.002743
C 4.558629 2.015396 -6.467398
O -5.014719 -1.028496 5.619756
O -1.966858 -0.502126 -3.214951
H 3.238089 -2.190316 6.258423
O 3.675412 1.836568 4.087165
H 2.034654 1.911524 -2.715139
C 5.627957 -0.500191 -9.062871
C 3.067288 2.093418 -2.417339
H 3.393330 1.193598 -1.895685
H 3.453971 3.736998 7.107826
C -1.674811 0.510881 -4.154682
O 2.407269 -0.683467 4.962477
H -4.582308 -5.359288 -1.595972
H -4.469073 -1.722999 -4.295938
C -4.730854 -3.762902 -3.720441
H 2.652715 -0.483974 -4.481093
H 5.152429 4.155082 6.034443
H -2.882070 -0.215722 8.084098
C 4.525969 2.221668 5.142692
C -0.540856 -0.471163 2.342424
C 2.361338 -1.579889 3.866988
H 1.544611 6.629160 4.815754
H -4.498861 1.876929 3.297168
N -3.107527 -2.786177 -5.372601
H -3.079240 -3.578810 -5.997932
C -3.134568 -0.152263 -2.436851
H -2.863816 3.468673 2.845022
H 1.188145 0.751820 -6.110958
C -5.330226 -2.013619 4.720731
N 3.138304 3.849005 6.154990
C 0.370377 0.502394 1.615334
C 4.356324 4.101597 -5.188808
H 5.302414 3.856795 -6.912283
H -6.529051 -0.369741 -2.706237
H 4.904690 2.698708 2.588774
O -1.786541 1.248348 7.082972
H 2.957993 2.931348 -1.728834
H -2.189201 1.901888 2.611219
H 1.691527 5.238067 6.703540
O -0.736871 -0.461076 3.620500
H -2.046376 3.745182 4.753101
H -4.613938 1.029707 -0.203273
H -2.485525 0.529715 -4.883029
O -1.648648 2.978637 4.333777
H -0.757220 -0.992224 -6.381253
C 0.502639 5.228820 2.966451
H -2.381919 2.657113 8.561995
H -5.545868 -3.772027 -6.397218
H 5.167851 1.008477 2.953046
H 0.437737 0.107706 -3.985206
H 3.801651 -3.033402 -5.540979
H 1.324697 -2.425925 7.642830
H -4.166236 2.792650 4.823944
C -2.707498 2.271577 7.595840
O 2.149565 -2.115385 -6.384373
H -1.394914 0.272940 8.924828
H -4.426361 -2.673962 2.821298
H 2.980750 -0.649386 6.966812
C 5.107900 1.512185 -7.832377
H 6.127944 1.849463 -8.016366
C 2.043417 5.666376 4.704627
C 3.166145 -1.430887 -4.314209
H 2.712799 -1.945762 -8.293844
H 2.341072 -1.728264 -2.491429
H 1.524489 -2.270842 3.968793
H 3.744926 1.483067 2.075461
H 2.367197 3.250705 -4.845651
H -3.681084 0.089283 1.748903
H -1.657243 -1.231581 6.281709
H 1.385395 -3.011189 -8.129371
C -4.183456 -4.353394 -1.464895
H -3.982587 0.100127 -3.073454
C -0.300206 0.124348 -4.787235
C 2.313640 -2.719537 -7.638064
H 5.004187 -0.266105 -9.925553
H -5.661881 -3.536577 -3.200771
O -1.589835 -2.445879 -0.455164
C 1.407224 -4.398890 0.359736
N 4.439651 3.470486 -6.556613
O 0.322235 -0.969486 -1.675797
H -4.924244 -3.702220 -1.000902
H 0.727144 -3.733228 0.891239
C -4.543141 -1.767386 3.415079
O 3.890408 2.480597 -3.551727
H -1.713533 1.514025 -3.730067
H -5.661564 1.013683 -2.115413
C 2.538048 -1.354839 6.263642
C 4.401277 1.781059 2.893080
N 2.340078 -2.190458 -3.389467
O 0.839653 1.596331 2.154682
C -6.354514 0.228848 -1.812183
H 1.138333 -5.444016 0.513102
H 3.672769 1.464771 -6.150901
H 4.400465 -0.839486 -2.573457
H -3.950506 -1.357315 0.879813
H 3.030197 4.326076 -3.662056
H -7.321607 0.627433 -1.505680
H -4.787098 -4.765985 -4.143264
In -0.766142 -3.146539 -3.268618
H -4.970338 -2.984762 5.060542
C 0.711617 0.323092 0.308679
H 5.586264 2.016617 4.994968
C 1.104648 -1.820110 6.763806
H 2.262475 -4.199342 -1.372325
H 5.262562 -0.570358 -4.162656
C 0.227460 1.125490 -5.756638
C -4.481996 -0.515509 1.323624
C 3.354912 -2.049155 -5.681635
H 2.883400 5.835435 4.030873
H 3.232434 5.874195 6.620323
H 3.332062 -2.075070 3.842795
H 0.617429 -0.689656 8.151325
H -5.246598 -0.523227 7.649000
H -4.520833 -2.131427 7.349278
O 1.387631 -4.026241 -1.016954
C 3.287370 3.490308 -4.312777
H 0.602625 -1.406073 -5.785121
C -1.157412 -1.465622 1.705746
H 4.102706 -1.429077 -6.175993
H -2.743045 3.090308 6.877154
C 2.575036 5.204323 6.066065

Force components x, y, z for each atom (eV/Å):
H -0.43 0.25 -0.13
H 0.00 -0.70 0.59
O -0.45 0.78 0.11
C 0.22 0.07 0.63
H -0.75 0.01 -0.19
H 0.44 0.10 0.10
C -0.21 0.06 0.56
H 0.03 0.03 0.33
H 0.53 0.08 0.23
H 0.14 -0.06 -0.28
O -0.71 -0.62 -1.53
C -2.45 0.14 0.54
C 0.14 0.59 0.80
H -0.06 -0.64 -0.09
N 0.56 -0.80 -0.95
C -0.01 0.41 -2.44
H 0.27 0.57 0.26
H -0.39 -0.91 0.69
H 0.02 -0.06 -0.15
H 0.19 0.45 0.18
H 0.22 0.70 -0.59
C -0.10 0.67 -1.89
H -0.08 0.07 0.06
H -0.16 0.11 0.28
H -0.49 -0.38 -0.20
O -0.29 -0.53 0.52
N -2.09 0.09 -0.73
H 0.03 -0.58 0.13
H 0.09 -0.03 -0.19
H -0.31 -0.71 0.03
H 0.42 0.29 0.35
H -0.29 0.45 -0.13
H 0.16 0.18 0.11
H -0.14 -0.12 -0.07
H -0.51 -0.17 -0.22
H -0.32 -0.80 -0.14
H 0.16 -0.17 0.04
H 0.32 -0.13 -0.18
C -0.50 -1.75 -2.17
H -0.52 0.18 0.07
H -0.18 0.17 -0.10
H -0.16 -0.63 0.13
H 0.51 0.07 0.47
C -0.40 0.96 2.34
H 0.12 -0.39 0.36
H 0.38 0.20 0.47
O 0.81 0.62 -0.47
H -0.36 0.32 0.25
N -0.67 -0.90 0.56
H -0.21 0.32 0.13
H -0.03 0.15 -0.58
C 0.80 1.32 -0.89
C -1.25 -0.20 1.65
H 0.30 0.13 -0.19
C 0.47 -0.21 -1.57
C 0.56 -0.75 -0.70
C -0.70 0.53 -1.01
C 1.62 -0.77 -1.04
O 0.18 1.14 1.87
O -1.16 0.35 1.03
H -0.02 -0.34 -0.50
O 0.66 0.20 -0.39
H -0.20 -0.27 -0.49
C 0.02 0.06 -0.30
C -0.33 0.78 -0.88
H 0.62 0.20 -0.33
H -0.56 -0.16 0.31
C 0.74 -1.10 -0.75
O 0.24 -0.55 1.05
H -0.02 -0.01 -0.25
H -0.28 -0.03 0.16
C 0.72 0.03 1.08
H 0.04 0.36 -0.03
H 0.83 -0.40 -0.03
H -0.19 0.03 0.17
C 0.55 0.03 0.41
C 1.20 2.45 6.25
C 0.66 0.43 1.01
H -0.04 0.22 0.22
H -0.77 0.15 0.24
N 0.43 -0.45 0.57
H 0.01 -0.58 0.06
C 0.57 -0.33 -0.31
H -0.34 0.11 -0.51
H 0.40 0.42 0.30
C 1.01 -1.52 -1.31
N -0.61 0.89 -0.76
C 1.19 4.76 4.13
C 0.34 -0.18 -1.81
H 0.14 -0.24 -0.53
H 0.15 -0.52 0.34
H -0.06 0.42 0.20
O -1.76 0.40 1.75
H 0.46 0.13 0.29
H 0.59 -0.31 0.46
H -0.23 -0.42 0.17
O 0.98 0.89 -3.44
H 0.31 0.07 0.20
H 0.38 0.23 0.15
H -0.05 -0.14 -0.61
O 1.95 0.12 0.55
H -0.69 -0.02 -0.13
C -0.44 -0.89 1.10
H 0.23 0.00 0.07
H 0.61 -0.10 -0.07
H 0.30 -0.18 0.05
H -0.19 -0.46 0.36
H -0.02 -0.49 -0.18
H -0.20 -0.83 -0.09
H -0.19 -0.05 -0.14
C 1.00 -0.48 -0.65
O -0.47 -0.40 0.40
H 0.14 0.15 0.12
H -0.19 -0.43 0.22
H -0.33 0.36 -0.15
C -0.06 -0.68 0.26
H 0.27 0.33 0.37
C 0.29 -0.68 -0.01
C 0.42 1.82 0.56
H 0.56 -0.21 -0.33
H -0.16 0.09 0.14
H 0.00 -0.33 -0.19
H -0.30 0.13 0.07
H 0.09 -0.61 -0.21
H 0.95 0.80 -0.90
H 0.78 0.13 -0.39
H -0.31 -0.11 0.68
C 0.53 0.77 -0.44
H 0.06 -0.01 -0.28
C -0.51 0.80 0.07
C 0.34 0.57 -0.92
H -0.52 0.00 0.05
H -0.40 0.03 -0.35
O 0.12 0.08 0.80
C 1.24 0.38 0.10
N -0.52 0.17 1.58
O -0.16 0.86 2.87
H -0.32 -0.01 -0.10
H -0.29 -0.21 -0.08
C -0.17 -0.55 0.10
O -0.96 -1.61 1.36
H 0.55 0.11 0.42
H -0.16 0.37 0.12
C -1.88 0.31 -1.09
C -0.08 -0.65 -0.51
N 0.08 -0.88 -0.88
O -1.94 -4.02 -1.10
C 0.31 -0.35 0.68
H -0.31 0.01 -0.12
H -0.59 0.49 -0.51
H -0.12 0.52 -0.23
H -0.57 -0.44 -0.07
H -0.39 0.03 0.53
H 0.06 0.26 0.11
H -0.07 -0.14 -0.21
In -0.17 0.45 -0.43
H 0.15 -0.30 0.38
C -0.34 -1.41 -2.20
H 0.22 -0.32 -0.72
C 2.02 0.64 -0.66
H 0.04 -0.09 -0.11
H -0.49 0.80 0.03
C 0.11 0.88 -0.66
C 0.74 0.85 0.76
C 0.63 0.17 1.04
H 0.03 -0.13 -0.48
H 0.37 0.92 -0.84
H -0.04 -0.67 -0.24
H -0.65 1.11 0.44
H 0.48 0.19 -0.36
H -0.09 -0.15 -0.07
O -0.51 -0.06 0.03
C 0.87 1.80 0.52
H 0.51 -0.13 0.48
C -1.52 -3.06 -4.16
H -0.01 0.07 -0.46
H 0.35 -0.09 0.01
C -1.20 -0.60 0.95